[1]
{
  "formula": "C3H6N4S",
  "method": "ωB97M-V with the def2-TZVPD basis set",
  "elements": ["C", "C", "C", "H", "H", "H", "H", "H", "H", "N", "N", "N", "N", "S"],
  "positions_angstrom": [[2.520, 0.500, -0.496], [-0.815, -0.069, 0.340], [-0.884, -1.531, 0.558], [2.771, 0.233, -1.634], [3.462, 0.216, 0.210], [2.419, 1.619, -0.275], [1.240, -1.148, -0.183], [-1.789, 1.609, 0.671], [-4.337, -0.111, 0.028], [1.397, -0.172, 0.065], [0.238, 0.525, -0.022], [-2.085, 0.559, 0.663], [-0.835, -2.682, 0.822], [-3.302, 0.451, -0.746]],
  "mulliken_charge": [-0.665, 0.326, 0.222, 0.232, 0.230, 0.304, 0.231, 0.366, 0.182, -0.125, -0.346, -0.421, -0.410, -0.126],
  "spin_multiplicity": 1,
  "homo_lumo_gap_ha": 0.332,
  "homo_energy_ev": -8.98,
  "de_lowest_kj_mol": 348.7,
  "energy_ev": -20000.7226
}

---

[2]
{
  "formula": "C3H6NO",
  "method": "ωB97M-V with the def2-TZVPD basis set",
  "elements": ["C", "C", "C", "N", "O", "H", "H", "H", "H", "H", "H"],
  "positions_angstrom": [[0.575, -1.065, -0.023], [-0.004, 0.149, 0.419], [-1.132, 0.693, -0.259], [1.401, 0.027, -0.627], [2.445, 0.363, 0.032], [0.932, -1.686, 0.856], [-0.026, -1.625, -0.695], [0.195, 0.617, 1.515], [-1.210, 0.176, -1.141], [-1.181, 1.800, -0.471], [-1.994, 0.551, 0.395]],
  "mulliken_charge": [-0.455, -0.129, -1.220, -0.234, -0.724, 0.323, 0.284, 0.281, 0.379, 0.216, 0.279],
  "spin_multiplicity": 1,
  "homo_lumo_gap_ha": 0.216,
  "homo_energy_ev": -1.27,
  "de_lowest_kj_mol": 134.2,
  "charge": -1,
  "energy_ev": -6741.7095
}